Entry 1:
Below is C4H4N2 in the gas phase in a non-equilibrium geometry, with properties calculated with ωB97M-V/def2-TZVPD.

The value obtained for the orbital gap is 9.422 eV. The HOMO energy is -10.13 eV. The value obtained for the energy above the lowest of the compared OMol25 structures with the same formula, charge and spin is 1.504 eV. Its net charge is 0. As for the SMILES: [H]/N=C1\C=CC=N1. The LUMO energy is -0.7 eV.

Positions of all 10 atoms, in Å:
1 H 1.22893 1.52743 -1.80994
2 N 0.61972 1.76510 -1.08132
3 C 0.20468 0.84071 -0.33460
4 C 0.48584 -0.58237 -0.52721
5 C -0.27475 -1.20218 0.41807
6 C -0.91629 -0.06484 1.14413
7 N -0.56555 1.09487 0.79246
8 H 1.19661 -0.87594 -1.28745
9 H -0.36330 -2.27444 0.74148
10 H -1.61589 -0.22833 1.94437

Atomic forces in eV per Å
0.8 -1.0 -1.3
-1.0 1.7 1.6
1.9 0.9 -1.5
-0.9 -1.2 1.2
0.9 -0.4 -0.5
-0.5 -1.6 1.1
-0.9 0.6 -0.3
-0.2 -0.5 0.2
0.1 1.3 -0.7
-0.1 0.0 0.4

Results of the Löwdin charge analysis, in e, for atoms 1 through 6: 0.033, 0.212, -0.493, -0.017, -0.027, -0.149

---

Entry 2:
Below is C4H4N2 in the gas phase, with properties calculated with ωB97M-V/def2-TZVPD.

The value obtained for the orbital gap (spin up / spin down) is 7.637 / 7.266 eV. The HOMO energy (spin up / spin down) is -9.04 / -8.80 eV. The value obtained for the energy above the lowest of the compared OMol25 structures with the same formula, charge and spin is 4.696 eV. Its net charge is 0. The LUMO energy (spin up / spin down) is -1.4 / -1.5 eV.

Positions of all 10 atoms, in Å:
1 C -0.85977 -0.37724 -0.02473
2 C -0.53811 0.97062 0.06306
3 C 0.89431 0.93560 0.17283
4 N -1.80762 -1.10807 -0.41382
5 C 0.80431 -0.82509 -0.08388
6 N 1.55966 -1.69576 -0.30993
7 H -1.69944 -2.09026 -0.16667
8 H -1.19877 1.82303 0.01062
9 H 1.33885 0.72300 1.14344
10 H 1.50659 1.64416 -0.39092

Atomic forces in eV per Å
0.4 -0.4 -0.3
-0.1 0.1 0.0
0.3 -0.3 0.0
-0.2 0.1 0.3
-0.3 0.3 0.0
-0.1 0.1 0.0
0.1 0.1 -0.1
0.0 0.0 0.0
-0.1 0.1 0.1
0.0 -0.1 0.0

Results of the Löwdin charge analysis, in e, for atoms 1 through 6: -0.336, -0.055, -0.043, 0.155, -0.280, 0.165

---

Question: net charge of number 1 (C4H4N2)?
Answer: 0

---

Question: Which formula does entry 2 have?
Answer: C4H4N2

---

Please write out number 2 again, unchanged.
Below is C4H4N2 in the gas phase, with properties calculated with ωB97M-V/def2-TZVPD.

The value obtained for the orbital gap (spin up / spin down) is 7.637 / 7.266 eV. The HOMO energy (spin up / spin down) is -9.04 / -8.80 eV. The value obtained for the energy above the lowest of the compared OMol25 structures with the same formula, charge and spin is 4.696 eV. Its net charge is 0. The LUMO energy (spin up / spin down) is -1.4 / -1.5 eV.

Positions of all 10 atoms, in Å:
1 C -0.85977 -0.37724 -0.02473
2 C -0.53811 0.97062 0.06306
3 C 0.89431 0.93560 0.17283
4 N -1.80762 -1.10807 -0.41382
5 C 0.80431 -0.82509 -0.08388
6 N 1.55966 -1.69576 -0.30993
7 H -1.69944 -2.09026 -0.16667
8 H -1.19877 1.82303 0.01062
9 H 1.33885 0.72300 1.14344
10 H 1.50659 1.64416 -0.39092

Atomic forces in eV per Å
0.4 -0.4 -0.3
-0.1 0.1 0.0
0.3 -0.3 0.0
-0.2 0.1 0.3
-0.3 0.3 0.0
-0.1 0.1 0.0
0.1 0.1 -0.1
0.0 0.0 0.0
-0.1 0.1 0.1
0.0 -0.1 0.0

Results of the Löwdin charge analysis, in e, for atoms 1 through 6: -0.336, -0.055, -0.043, 0.155, -0.280, 0.165